{
  "formula": "C17H30N4O2",
  "method": "the ωB97M-V functional and the def2-TZVPD basis",
  "species": ["C", "O", "C", "C", "N", "C", "O", "N", "C", "C", "C", "C", "N", "C", "N", "C", "C", "C", "C", "C", "C", "C", "C", "H", "H", "H", "H", "H", "H", "H", "H", "H", "H", "H", "H", "H", "H", "H", "H", "H", "H", "H", "H", "H", "H", "H", "H", "H", "H", "H", "H", "H", "H"],
  "xyz": [[-0.773, -0.184, 0.905], [-1.362, 0.675, -0.050], [-2.064, -0.008, -1.097], [-1.358, 0.324, -2.408], [0.054, -0.018, -2.347], [0.377, -1.365, -2.426], [-0.425, -2.204, -2.810], [1.651, -1.671, -2.033], [2.069, -3.059, -1.980], [2.667, -0.654, -1.815], [2.688, -0.149, -0.405], [2.459, 1.120, 0.041], [2.502, 1.047, 1.414], [2.758, -0.250, 1.732], [2.874, -0.997, 0.660], [2.848, -0.702, 3.152], [3.060, 0.483, 4.092], [2.082, 1.604, 3.751], [2.358, 2.147, 2.356], [-3.559, 0.352, -1.054], [-4.121, -0.084, 0.301], [-4.295, -0.404, -2.163], [-3.769, 1.858, -1.218], [-0.298, 0.449, 1.655], [-1.522, -0.813, 1.397], [-0.009, -0.831, 0.459], [-1.972, -1.090, -0.943], [-1.804, -0.226, -3.232], [-1.434, 1.392, -2.615], [0.540, 0.490, -1.621], [1.193, -3.689, -2.093], [2.772, -3.288, -2.787], [2.549, -3.259, -1.022], [3.631, -1.107, -2.055], [2.521, 0.176, -2.508], [2.269, 2.046, -0.476], [1.919, -1.219, 3.415], [3.649, -1.436, 3.237], [2.932, 0.167, 5.128], [4.085, 0.855, 3.996], [1.058, 1.222, 3.800], [2.155, 2.423, 4.466], [3.277, 2.739, 2.357], [1.545, 2.789, 2.015], [-3.624, 0.440, 1.118], [-5.189, 0.139, 0.356], [-3.996, -1.160, 0.450], [-4.022, -0.042, -3.154], [-4.077, -1.474, -2.123], [-5.373, -0.275, -2.049], [-3.474, 2.205, -2.209], [-4.826, 2.103, -1.087], [-3.196, 2.412, -0.473]],
  "total_charge": 0,
  "multiplicity": 1,
  "smiles": "CO[C@H](CNC(=O)N(C)Cc1cn2c(n1)CCCC2)C(C)(C)C",
  "lumo_ev": 0.67,
  "de_lowest_kcal_mol": 13.03,
  "energy_ha": -1035.3272,
  "homo_energy_ha": -0.317
}

---

{
  "formula": "C17H30N4O9",
  "method": "the ωB97M-V functional and the def2-TZVPD basis",
  "species": ["C", "O", "C", "O", "O", "C", "H", "H", "H", "H", "H", "H", "C", "O", "C", "O", "O", "C", "H", "H", "H", "H", "H", "H", "C", "O", "C", "O", "O", "C", "H", "H", "H", "H", "H", "H", "C", "C", "N", "H", "H", "H", "C", "C", "N", "H", "H", "H", "C", "C", "N", "H", "H", "H", "C", "C", "N", "H", "H", "H"],
  "xyz": [[-4.702, 1.185, 1.863], [-3.848, 2.256, 2.220], [-3.122, 2.782, 1.242], [-3.129, 2.427, 0.094], [-2.382, 3.760, 1.763], [-1.695, 4.567, 0.838], [-4.144, 0.248, 1.788], [-5.176, 1.375, 0.898], [-5.463, 1.060, 2.626], [-2.329, 5.128, 0.150], [-1.023, 3.973, 0.217], [-1.081, 5.285, 1.374], [3.891, -5.633, 0.141], [2.464, -5.477, 0.113], [2.021, -4.555, -0.734], [2.695, -3.902, -1.484], [0.698, -4.481, -0.610], [0.028, -3.500, -1.372], [4.078, -6.394, 0.891], [4.369, -4.706, 0.454], [4.245, -5.928, -0.843], [-1.028, -3.593, -1.125], [0.117, -3.669, -2.448], [0.323, -2.466, -1.194], [-0.423, 1.850, -4.932], [-1.787, 1.606, -4.608], [-1.977, 0.729, -3.618], [-1.137, -0.021, -3.199], [-3.244, 0.825, -3.227], [-3.664, -0.035, -2.186], [0.127, 2.215, -4.064], [-0.434, 2.640, -5.680], [0.062, 0.965, -5.337], [-2.887, -0.250, -1.457], [-4.112, -0.941, -2.593], [-4.454, 0.483, -1.641], [0.775, 3.948, 3.507], [1.933, 3.525, 4.281], [2.847, 3.194, 4.883], [-0.125, 3.828, 4.106], [0.683, 3.366, 2.595], [0.894, 5.005, 3.269], [0.014, 1.470, -0.476], [0.901, 0.322, -0.362], [1.545, -0.616, -0.235], [-1.019, 1.129, -0.508], [0.266, 1.959, -1.416], [0.101, 2.114, 0.393], [0.435, -1.855, 2.529], [0.117, -0.439, 2.564], [-0.122, 0.685, 2.592], [1.357, -2.017, 1.971], [-0.365, -2.414, 2.046], [0.578, -2.242, 3.537], [4.737, -1.688, -0.376], [4.200, -1.970, 0.941], [3.785, -2.224, 1.981], [5.779, -1.388, -0.286], [4.170, -0.907, -0.877], [4.637, -2.591, -0.979]],
  "total_charge": 0,
  "multiplicity": 1,
  "smiles": "COC(=O)OC.COC(=O)OC.COC(=O)OC.CC#N.CC#N.CC#N.CC#N",
  "lumo_ev": 0.43,
  "de_lowest_kcal_mol": 0.00,
  "energy_ha": -1561.9399,
  "homo_energy_ha": -0.398
}

---

{
  "formula": "C17H31AlCa2ClF9N3O15S",
  "method": "the ωB97M-V functional and the def2-TZVPD basis",
  "species": ["C", "C", "C", "Cl", "O", "C", "O", "N", "C", "H", "H", "H", "H", "H", "H", "H", "H", "H", "H", "N", "O", "O", "O", "Ca", "C", "S", "O", "C", "H", "H", "H", "H", "H", "H", "C", "C", "O", "C", "O", "O", "F", "H", "H", "H", "F", "Al", "F", "F", "F", "F", "C", "C", "O", "C", "O", "C", "F", "F", "F", "H", "H", "H", "H", "H", "Ca", "C", "C", "C", "O", "H", "H", "H", "H", "H", "H", "H", "N", "O", "O", "O"],
  "xyz": [[-2.677, -2.771, 0.147], [-1.430, -3.605, 0.585], [-0.222, -2.630, 0.535], [0.414, -2.285, 2.252], [0.796, -3.057, -0.318], [0.507, -2.597, -1.617], [-0.131, -3.347, -2.306], [0.979, -1.318, -2.037], [-0.177, -0.444, -2.272], [-2.409, -2.397, -0.847], [-2.718, -1.885, 0.792], [-3.616, -3.327, 0.156], [-1.302, -4.420, -0.126], [-1.628, -3.970, 1.601], [-0.546, -1.647, 0.178], [1.572, -1.409, -2.901], [-0.697, -0.160, -1.342], [-0.913, -0.975, -2.900], [0.080, 0.499, -2.756], [-6.132, -2.229, -0.307], [-5.193, -1.533, 0.172], [-6.074, -3.475, -0.167], [-7.059, -1.699, -0.910], [-1.536, -2.327, 3.675], [-0.328, -2.755, -5.187], [1.318, -2.352, -5.824], [1.711, -1.076, -5.178], [0.871, -2.002, -7.518], [-0.181, -2.936, -4.137], [-0.989, -1.865, -5.361], [-0.746, -3.645, -5.664], [0.140, -1.178, -7.517], [0.457, -2.906, -7.974], [1.781, -1.708, -8.042], [3.172, -1.058, 0.572], [4.174, -0.886, -0.528], [5.414, -0.935, 0.186], [5.209, -1.707, 1.276], [6.061, -2.176, 1.956], [3.872, -1.892, 1.499], [4.049, 0.327, -1.118], [2.914, -0.112, 1.059], [2.271, -1.536, 0.222], [4.127, -1.680, -1.282], [-2.908, -0.694, -7.121], [-3.891, -0.012, -5.943], [-3.777, -1.038, -4.487], [-5.496, -0.029, -6.510], [-3.417, 1.552, -5.479], [-0.662, -0.159, -6.175], [2.624, 3.642, 7.342], [1.364, 4.067, 6.619], [1.030, 3.151, 5.551], [0.493, 2.006, 5.898], [0.249, 1.619, 7.005], [0.169, 1.196, 4.636], [1.199, 1.125, 3.797], [-0.862, 1.705, 3.963], [-0.173, -0.090, 4.944], [3.449, 3.533, 6.637], [2.894, 4.382, 8.094], [2.495, 2.680, 7.839], [1.512, 5.032, 6.138], [0.517, 4.170, 7.297], [-2.344, -1.883, -3.151], [-1.284, 4.531, 3.862], [-1.440, 6.066, 3.909], [-1.831, 6.557, 2.494], [-0.258, 6.599, 4.253], [-0.508, 4.227, 3.158], [-1.025, 4.146, 4.845], [-2.221, 4.050, 3.554], [-2.314, 6.271, 4.562], [-1.070, 6.299, 1.757], [-1.966, 7.638, 2.485], [-2.775, 6.099, 2.177], [4.265, -2.846, -3.683], [5.367, -3.029, -3.144], [3.364, -2.246, -3.015], [4.050, -3.228, -4.837]],
  "total_charge": -1,
  "multiplicity": 1,
  "lumo_ev": -3.59,
  "energy_ha": -5313.8345,
  "homo_energy_ha": -0.190
}

---

{
  "formula": "C17H31As3BrInO4S",
  "method": "the ωB97M-V functional and the def2-TZVPD basis",
  "species": ["In", "C", "As", "C", "C", "C", "C", "C", "As", "C", "C", "C", "As", "C", "C", "H", "H", "H", "H", "H", "H", "H", "H", "H", "H", "H", "H", "H", "H", "H", "H", "H", "H", "H", "H", "H", "H", "H", "H", "H", "H", "H", "O", "S", "O", "O", "O", "Br", "C", "C", "C", "C", "C", "C", "H", "H", "H", "H"],
  "xyz": [[1.622, 0.925, -1.690], [3.550, 0.703, 1.725], [1.760, 0.549, 1.021], [0.807, 1.803, 2.158], [1.276, -1.189, 1.758], [-0.020, -1.870, 1.284], [-0.311, -2.991, 2.293], [0.166, -2.546, -0.086], [0.241, -1.493, -1.736], [-1.556, -1.657, -2.446], [1.136, -2.782, -2.863], [-1.181, -0.866, 1.284], [-2.995, -1.625, 1.052], [-3.837, 0.097, 0.633], [-3.522, -1.668, 2.936], [3.526, 0.535, 2.802], [3.935, 1.696, 1.504], [4.175, -0.035, 1.229], [0.786, 1.439, 3.186], [-0.209, 1.957, 1.800], [1.333, 2.757, 2.124], [1.225, -1.028, 2.839], [2.136, -1.832, 1.557], [0.535, -3.679, 2.355], [-1.188, -3.572, 2.000], [-0.488, -2.580, 3.290], [-0.643, -3.261, -0.256], [1.106, -3.102, -0.085], [-1.851, -2.705, -2.412], [-1.545, -1.313, -3.480], [-2.276, -1.066, -1.884], [0.619, -3.737, -2.762], [2.173, -2.864, -2.552], [1.096, -2.438, -3.895], [-1.048, -0.131, 0.480], [-1.187, -0.302, 2.222], [-3.551, 0.415, -0.370], [-3.534, 0.861, 1.350], [-4.920, -0.013, 0.659], [-3.107, -2.546, 3.428], [-4.609, -1.725, 2.986], [-3.187, -0.768, 3.452], [5.203, -0.676, -2.478], [3.912, -0.334, -1.970], [3.829, 1.076, -1.384], [2.838, -0.229, -3.070], [3.356, -1.257, -0.950], [-2.169, 6.547, -1.530], [-1.110, 4.983, -1.660], [0.239, 5.098, -1.950], [1.013, 3.948, -2.036], [0.454, 2.686, -1.839], [-0.911, 2.608, -1.554], [-1.700, 3.747, -1.462], [0.679, 6.074, -2.105], [2.069, 4.053, -2.259], [-1.386, 1.643, -1.400], [-2.757, 3.677, -1.242]],
  "total_charge": 0,
  "multiplicity": 1,
  "lumo_ev": 0.25,
  "energy_ha": -10836.9878,
  "homo_energy_ha": -0.331
}

---

In order of appearance, Kohn-Sham gap = 9.30, 11.24, 1.58, 9.24 eV.